No. 1
Entry from the OMol25 dataset: a molecular structure, C25H16N6PdS3 (ωB97M-V/def2-TZVPD).

Positions of all 51 atoms, in Å:
1 Pd -1.111 -0.511 -0.506
2 S -0.409 -2.143 0.889
3 C -1.875 -2.797 1.588
4 C -1.799 -3.782 2.568
5 C -2.949 -4.275 3.165
6 C -2.840 -5.285 4.180
7 N -2.734 -6.100 4.983
8 C -4.203 -3.773 2.779
9 C -4.278 -2.797 1.797
10 C -3.124 -2.313 1.190
11 S -3.237 -1.138 -0.105
12 C -5.410 -4.252 3.391
13 N -6.387 -4.631 3.862
14 H -0.834 -4.163 2.875
15 H -5.244 -2.410 1.502
16 S 5.221 0.656 -2.270
17 C 3.526 0.374 -1.791
18 C 2.980 -0.900 -1.838
19 C 1.662 -1.084 -1.459
20 N 0.886 -0.071 -1.056
21 C 1.411 1.157 -1.015
22 C 2.717 1.424 -1.377
23 C 5.963 0.579 -0.647
24 C 6.182 1.736 0.084
25 C 6.769 1.623 1.337
26 N 7.136 0.465 1.876
27 C 6.926 -0.637 1.161
28 C 6.350 -0.636 -0.101
29 H 3.572 -1.745 -2.161
30 H 1.203 -2.063 -1.466
31 H 0.751 1.946 -0.679
32 H 3.100 2.434 -1.331
33 H 5.909 2.704 -0.313
34 H 6.952 2.510 1.933
35 H 7.235 -1.571 1.616
36 H 6.209 -1.560 -0.645
37 N -2.282 2.424 -3.379
38 C -1.649 1.311 -2.945
39 N -1.845 1.090 -1.673
40 C -2.670 2.121 -1.225
41 C -3.196 2.372 0.042
42 C -3.992 3.487 0.180
43 C -4.267 4.339 -0.905
44 C -3.754 4.099 -2.162
45 C -2.949 2.970 -2.294
46 H -2.276 2.769 -4.322
47 H -1.061 0.682 -3.594
48 H -2.992 1.700 0.863
49 H -4.424 3.714 1.145
50 H -4.900 5.201 -0.749
51 H -3.968 4.752 -2.997

Summary:
Calculated total energy (Eh): -2613.3400
LUMO level (eV): -0.73
Energy relative to the best compared isomer or geometry (same formula, charge and spin) (kJ/mol): 0.0

The net atomic charges from Mulliken, expressed in e, are: number 1, Pd, carries 0.42; number 2, S, carries -0.52; number 3, C, carries 0.87; number 4, C, carries -1.01; number 5, C, carries 0.45; number 6, C, carries -0.13; number 7, N, carries -0.51; number 8, C, carries 0.45; number 9, C, carries -0.96; number 10, C, carries 0.73; number 11, S, carries -0.38; number 12, C, carries -0.14; number 13, N, carries -0.50; number 14, H, carries 0.48; number 15, H, carries 0.49; number 16, S, carries -0.13; number 17, C, carries 0.31; number 18, C, carries -0.45; number 19, C, carries -0.45; number 20, N, carries -0.03; number 21, C, carries -0.48; number 22, C, carries -0.55; number 23, C, carries 0.33; number 24, C, carries -0.16; number 25, C, carries -0.35; number 26, N, carries -0.56; number 27, C, carries -0.36; number 28, C, carries -0.21; number 29, H, carries 0.43; number 30, H, carries 0.50; number 31, H, carries 0.47; number 32, H, carries 0.39; number 33, H, carries 0.38; number 34, H, carries 0.35; number 35, H, carries 0.36; number 36, H, carries 0.35; number 37, N, carries -0.06; number 38, C, carries -0.66; number 39, N, carries 0.09; number 40, C, carries 0.34; number 41, C, carries -0.53; number 42, C, carries -0.72; number 43, C, carries -0.40; number 44, C, carries -1.03; number 45, C, carries 0.82; number 46, H, carries 0.20; number 47, H, carries 0.45; number 48, H, carries 0.45; number 49, H, carries 0.39; number 50, H, carries 0.39; number 51, H, carries 0.40

---

No. 2
Entry from the OMol25 dataset: a molecular structure, C25H17BrClF3N4O4SY (ωB97M-V/def2-TZVPD).

Positions of all 57 atoms, in Å:
1 Y -0.604 0.798 1.082
2 F -5.204 4.036 -0.300
3 C -4.232 4.436 -1.135
4 F -4.862 4.969 -2.211
5 F -3.585 5.450 -0.543
6 C -3.317 3.311 -1.538
7 C -3.170 3.009 -2.873
8 C -2.332 1.975 -3.279
9 C -1.679 1.273 -2.288
10 N -1.822 1.555 -0.996
11 C -2.600 2.572 -0.563
12 S -2.612 2.857 1.144
13 H -3.717 3.586 -3.606
14 H -2.192 1.724 -4.320
15 H -1.003 0.455 -2.508
16 O 1.343 0.452 2.179
17 N 2.035 -0.590 1.941
18 N 1.401 -1.462 1.269
19 O 0.160 -1.325 0.862
20 C 2.096 -2.638 0.832
21 C 1.979 -2.970 -0.508
22 C 2.622 -4.107 -0.967
23 C 3.365 -4.891 -0.091
24 C 3.465 -4.538 1.246
25 C 2.821 -3.403 1.723
26 H 1.389 -2.331 -1.151
27 H 2.544 -4.382 -2.011
28 H 3.863 -5.781 -0.453
29 H 4.037 -5.153 1.928
30 H 2.877 -3.111 2.762
31 Br 4.942 1.654 -4.626
32 C 3.879 2.566 -3.349
33 C 3.989 3.942 -3.234
34 N 3.275 4.652 -2.364
35 C 2.431 3.986 -1.576
36 C 2.262 2.608 -1.623
37 C 3.003 1.875 -2.536
38 C 1.303 1.909 -0.700
39 O 0.717 2.604 0.173
40 O 1.118 0.677 -0.836
41 H 4.683 4.482 -3.869
42 H 1.848 4.560 -0.867
43 H 2.881 0.801 -2.585
44 Cl -3.035 -0.915 0.685
45 C -2.580 -1.981 2.027
46 C -2.823 -3.330 1.879
47 C -2.373 -4.206 2.857
48 C -1.686 -3.685 3.948
49 C -1.477 -2.322 4.072
50 C -1.925 -1.392 3.115
51 C -1.649 0.042 3.178
52 H -3.329 -3.685 0.991
53 H -2.544 -5.269 2.756
54 H -1.314 -4.350 4.719
55 H -0.954 -1.933 4.939
56 H -1.144 0.308 4.109
57 H -2.570 0.627 3.090

Summary:
Calculated total energy (Eh): -5253.3994
LUMO level (eV): 2.24
Net charge: -1
Energy relative to the best compared isomer or geometry (same formula, charge and spin) (kJ/mol): 23.4

The net atomic charges from Mulliken, expressed in e, are: number 1, Y, carries 0.35; number 2, F, carries -0.23; number 3, C, carries 0.52; number 4, F, carries -0.33; number 5, F, carries -0.22; number 6, C, carries -0.05; number 7, C, carries -0.03; number 8, C, carries -1.02; number 9, C, carries -0.43; number 10, N, carries 0.02; number 11, C, carries 0.50; number 12, S, carries -0.54; number 13, H, carries 0.47; number 14, H, carries 0.40; number 15, H, carries 0.48; number 16, O, carries -0.38; number 17, N, carries -0.76; number 18, N, carries 1.39; number 19, O, carries -0.32; number 20, C, carries -0.11; number 21, C, carries -0.07; number 22, C, carries -0.67; number 23, C, carries -0.45; number 24, C, carries -0.51; number 25, C, carries -0.39; number 26, H, carries 0.48; number 27, H, carries 0.37; number 28, H, carries 0.37; number 29, H, carries 0.36; number 30, H, carries 0.44; number 31, Br, carries -0.22; number 32, C, carries -0.02; number 33, C, carries -0.13; number 34, N, carries -0.66; number 35, C, carries -0.08; number 36, C, carries -0.12; number 37, C, carries -0.30; number 38, C, carries 1.11; number 39, O, carries -0.89; number 40, O, carries -0.60; number 41, H, carries 0.35; number 42, H, carries 0.52; number 43, H, carries 0.58; number 44, Cl, carries -0.24; number 45, C, carries 0.90; number 46, C, carries -0.75; number 47, C, carries -0.36; number 48, C, carries -0.69; number 49, C, carries -0.52; number 50, C, carries 0.77; number 51, C, carries -1.56; number 52, H, carries 0.39; number 53, H, carries 0.36; number 54, H, carries 0.36; number 55, H, carries 0.35; number 56, H, carries 0.42; number 57, H, carries 0.35

---

No. 3
Entry from the OMol25 dataset: a molecular structure, C25H17F4HfN3O6S (ωB97M-V/def2-TZVPD).

Positions of all 57 atoms, in Å:
1 Hf -2.604 -0.315 0.226
2 C 2.051 5.467 1.242
3 C 2.719 4.178 1.692
4 C 4.099 4.034 1.077
5 C 4.754 2.740 1.516
6 C 3.884 1.576 1.144
7 C 4.411 0.341 0.866
8 C 3.574 -0.725 0.538
9 F 4.148 -1.914 0.284
10 C 2.222 -0.597 0.469
11 C 1.657 0.661 0.742
12 C 0.215 0.814 0.684
13 O -0.467 -0.199 0.311
14 C -0.319 2.060 1.061
15 C 0.566 3.071 1.363
16 N 1.893 2.975 1.346
17 C 2.482 1.740 1.073
18 C -1.774 2.468 1.196
19 O -2.039 3.520 1.727
20 O -2.675 1.650 0.712
21 H 2.774 6.276 1.348
22 H 1.180 5.736 1.835
23 H 1.755 5.412 0.193
24 H 2.817 4.174 2.782
25 H 4.693 4.896 1.383
26 H 4.012 4.072 -0.013
27 H 4.897 2.754 2.601
28 H 5.742 2.622 1.071
29 H 5.481 0.177 0.901
30 H 1.592 -1.437 0.219
31 H 0.140 4.024 1.636
32 O -6.269 -1.427 -1.308
33 C -5.108 -1.335 -1.010
34 O -4.552 -0.325 -0.379
35 C -4.143 -2.464 -1.357
36 C -4.673 -3.643 -1.916
37 C -3.824 -4.670 -2.188
38 C -2.442 -4.523 -1.931
39 C -1.509 -5.556 -2.197
40 C -0.182 -5.369 -1.948
41 C 0.271 -4.133 -1.433
42 C -0.603 -3.119 -1.168
43 C -1.986 -3.303 -1.400
44 N -2.864 -2.291 -1.108
45 H -5.737 -3.682 -2.094
46 H -4.189 -5.603 -2.600
47 H -1.873 -6.492 -2.604
48 H 0.528 -6.159 -2.152
49 H 1.329 -3.984 -1.261
50 H -0.253 -2.161 -0.815
51 O -3.475 -2.134 1.565
52 S -2.920 -1.539 2.837
53 N -2.071 -0.368 2.570
54 F -2.980 0.480 -2.852
55 C -1.965 0.385 -1.944
56 F -1.044 -0.453 -2.550
57 F -1.347 1.616 -1.979

Summary:
Calculated total energy (Eh): -2424.5206
LUMO level (eV): -0.84
Energy relative to the best compared isomer or geometry (same formula, charge and spin) (kJ/mol): 0.0

The net atomic charges from Mulliken, expressed in e, are: number 1, Hf, carries 1.56; number 2, C, carries -1.77; number 3, C, carries 0.49; number 4, C, carries -1.00; number 5, C, carries -1.02; number 6, C, carries 0.97; number 7, C, carries -0.80; number 8, C, carries 0.13; number 9, F, carries -0.35; number 10, C, carries -1.04; number 11, C, carries 1.12; number 12, C, carries 1.35; number 13, O, carries -0.56; number 14, C, carries 0.34; number 15, C, carries -0.55; number 16, N, carries 0.17; number 17, C, carries -0.84; number 18, C, carries 0.04; number 19, O, carries -0.71; number 20, O, carries -0.58; number 21, H, carries 0.43; number 22, H, carries 0.53; number 23, H, carries 0.40; number 24, H, carries 0.14; number 25, H, carries 0.39; number 26, H, carries 0.35; number 27, H, carries 0.33; number 28, H, carries 0.45; number 29, H, carries 0.51; number 30, H, carries 0.53; number 31, H, carries 0.75; number 32, O, carries -0.65; number 33, C, carries 0.24; number 34, O, carries -0.76; number 35, C, carries 0.85; number 36, C, carries -0.88; number 37, C, carries -0.67; number 38, C, carries 1.14; number 39, C, carries -0.89; number 40, C, carries -0.67; number 41, C, carries -0.56; number 42, C, carries -0.05; number 43, C, carries -0.30; number 44, N, carries -0.14; number 45, H, carries 0.57; number 46, H, carries 0.43; number 47, H, carries 0.40; number 48, H, carries 0.39; number 49, H, carries 0.53; number 50, H, carries 0.27; number 51, O, carries -0.56; number 52, S, carries 0.21; number 53, N, carries -0.38; number 54, F, carries -0.31; number 55, C, carries 0.58; number 56, F, carries -0.27; number 57, F, carries -0.27